C2H4NO2 | ωB97M-V/def2-TZVPD

The geometry in XYZ format:
```
9
Properties=species:S:1:pos:R:3:forces:R:3:lowdin_charge:R:1
O 2.219 -0.889 -0.022 0.0 0.7 -0.5 0.377
O 1.178 1.155 -0.187 1.4 0.8 -1.7 0.290
N 1.386 -0.090 0.067 2.2 -1.5 0.4 -0.142
C 0.156 0.303 0.482 -3.1 -0.1 0.3 -0.052
C -1.010 -0.185 -0.289 1.3 -0.3 2.3 0.072
H 0.161 0.650 1.478 -0.6 -0.2 1.4 0.180
H -0.857 -0.186 -1.274 1.4 -0.5 -4.1 0.077
H -1.380 -1.120 0.008 0.2 -1.7 0.7 0.117
H -1.852 0.363 -0.263 -2.7 2.8 1.0 0.081
```
Positions in Å, forces in eV/Å.

Results
Total charge: +1
E_HOMO (eV): -18.7
Lowest unoccupied orbital energy (hartree): -0.2746
SMILES: C[C@@H]1O[N+]1=O
ΔE to the lowest compared entry with this formula, charge and spin (eV): 5.893
DFT total energy (eV): -7710.0632
Frontier orbital gap (eV): 11.249